Below is a cluster of 2 separate species, C3H3I in total in a non-equilibrium geometry, with properties calculated with wB97M-V/def2-TZVPD.

The calculation puts the frontier orbital gap (spin up / spin down) at 7.33 / 9.07 eV. For the LUMO energy (spin up / spin down), the calculation gives -0.33 / -0.37 eV. As for the energy relative to the best compared isomer or geometry (same formula, charge and spin): 473.4 kJ/mol. The HOMO energy (spin up / spin down) comes out at -7.7 / -9.4 eV. The total energy comes out at -413.53656 hartree.

ORCA input file:
```
! wB97M-V def2-TZVPD RIJCOSX def2/J DEFGRID3
* xyz 0 1
I -2.52 -0.05 -0.48
C 0.49 0.92 0.09
C -0.44 -0.09 -0.39
C 0.29 -0.16 0.87
H 0.75 -0.62 1.65
H 0.99 1.80 0.18
H 0.44 -1.81 -1.92
*
```

Charges obtained by natural (NBO) population analysis, quoted in units of e:
1 I 0.133
2 C -0.173
3 C -0.219
4 C -0.164
5 H 0.228
6 H 0.229
7 H -0.033

Below is an isolated molecule of C3H3I2N in a non-equilibrium geometry, with properties calculated with wB97M-V/def2-TZVPD.

The calculation puts the frontier orbital gap at 8.78 eV. For the LUMO energy, the calculation gives -0.18 eV. The SMILES is INC1(I)C=C1. As for the energy relative to the best compared isomer or geometry (same formula, charge and spin): 252.6 kJ/mol. The HOMO energy comes out at -9.0 eV. The total energy comes out at -766.12995 hartree.

ORCA input file:
```
! wB97M-V def2-TZVPD RIJCOSX def2/J DEFGRID3
* xyz 0 1
I 2.50 -1.39 0.02
I 0.97 2.30 -0.02
N 0.74 -0.77 -0.80
C -1.42 0.18 0.01
C -0.69 -0.07 1.09
C 0.06 0.27 -0.14
H -0.65 -0.12 2.14
H -2.29 0.05 -0.53
H 0.77 -0.45 -1.76
*
```

These are the natural (NBO) partial charges, in e, on atoms 1 to 8:
1 I 0.300
2 I -0.055
3 N -0.791
4 C -0.154
5 C -0.156
6 C 0.001
7 H 0.239
8 H 0.232

Below is an isolated molecule of C3H3I2N in a non-equilibrium geometry, with properties calculated with wB97M-V/def2-TZVPD.

The calculation puts the frontier orbital gap at 8.01 eV. For the LUMO energy, the calculation gives -2.00 eV. The SMILES is N#C[C@@H](I)CI. As for the energy relative to the best compared isomer or geometry (same formula, charge and spin): 52.6 kJ/mol. The HOMO energy comes out at -10.0 eV. The total energy comes out at -766.20611 hartree.

ORCA input file:
```
! wB97M-V def2-TZVPD RIJCOSX def2/J DEFGRID3
* xyz 0 1
I -2.70 -0.34 -0.15
I 2.41 0.56 0.10
N -1.04 2.75 -2.07
C 0.47 -0.11 -0.66
C -0.79 1.99 -1.22
C -0.51 0.94 -0.28
H 0.49 -0.39 -1.71
H -0.40 1.35 0.74
H 0.18 -1.15 -0.27
*
```

These are the natural (NBO) partial charges, in e, on atoms 1 to 8:
1 I -0.021
2 I 0.120
3 N -0.246
4 C -0.572
5 C 0.204
6 C -0.273
7 H 0.252
8 H 0.268

Below is a structure of composition C3H3I3 in a non-equilibrium geometry, with properties calculated with wB97M-V/def2-TZVPD.

The calculation puts the frontier orbital gap (spin up / spin down) at 7.48 / 7.44 eV. For the LUMO energy (spin up / spin down), the calculation gives -0.49 / -0.52 eV. As for the energy relative to the best compared isomer or geometry (same formula, charge and spin): 239.5 kJ/mol. The HOMO energy (spin up / spin down) comes out at -8.0 / -8.0 eV. The total energy comes out at -1009.06873 hartree.

ORCA input file:
```
! wB97M-V def2-TZVPD RIJCOSX def2/J DEFGRID3
* xyz 0 1
I 0.62 2.39 2.10
I -1.69 -0.32 2.15
I 1.95 1.40 -0.99
C -0.19 -0.85 -0.93
C -0.01 0.62 1.22
C 0.37 0.30 -0.37
H 0.36 -1.28 -1.76
H -1.28 -0.65 -1.34
H -0.13 -1.62 -0.08
*
```

These are the natural (NBO) partial charges, in e, on atoms 1 to 8:
1 I 0.245
2 I 0.207
3 I 0.268
4 C -0.740
5 C -0.542
6 C -0.193
7 H 0.244
8 H 0.250

Below is a cluster of 2 separate species, C3H3IO in total in a non-equilibrium geometry, with properties calculated with wB97M-V/def2-TZVPD.

The calculation puts the frontier orbital gap (spin up / spin down) at 6.92 / 6.92 eV. For the LUMO energy (spin up / spin down), the calculation gives -1.87 / -1.87 eV. As for the energy relative to the best compared isomer or geometry (same formula, charge and spin): 559.8 kJ/mol. The HOMO energy (spin up / spin down) comes out at -8.8 / -8.8 eV. The total energy comes out at -488.77878 hartree.

ORCA input file:
```
! wB97M-V def2-TZVPD RIJCOSX def2/J DEFGRID3
* xyz 0 1
I 0.22 1.21 2.44
O 0.13 -1.49 1.01
C 0.78 -0.40 1.06
C -0.71 1.06 -2.34
C -0.17 0.51 -1.43
H -0.84 -1.50 1.37
H 1.82 -0.47 1.16
H -1.23 1.07 -3.27
*
```

Charges obtained by natural (NBO) population analysis, quoted in units of e:
1 I 0.168
2 O -0.616
3 C 0.266
4 C -0.507
5 C -0.244
6 H 0.532
7 H 0.181
8 H 0.219

Below is an isolated molecule of C3H3IS in a non-equilibrium geometry, with properties calculated with wB97M-V/def2-TZVPD.

The calculation puts the frontier orbital gap at 8.55 eV. For the LUMO energy, the calculation gives -0.83 eV. The SMILES is C#C[C@@H](S)I. As for the energy relative to the best compared isomer or geometry (same formula, charge and spin): 52.9 kJ/mol. The HOMO energy comes out at -9.4 eV. The total energy comes out at -811.88085 hartree.

ORCA input file:
```
! wB97M-V def2-TZVPD RIJCOSX def2/J DEFGRID3
* xyz 0 1
I -2.84 -0.22 -0.03
S -0.13 1.93 -0.34
C 1.10 -1.40 -0.79
C 0.27 -0.68 -0.34
C -0.50 0.30 0.29
H -0.45 0.18 1.42
H 1.93 -2.18 -0.96
H 0.62 2.06 0.75
*
```

Charges obtained by natural (NBO) population analysis, quoted in units of e:
1 I -0.015
2 S 0.079
3 C -0.165
4 C -0.127
5 C -0.431
6 H 0.266
7 H 0.264
8 H 0.128

Below is a structure of composition C3H3IrLi2O3 in a non-equilibrium geometry, with properties calculated with wB97M-V/def2-TZVPD.

The calculation puts the frontier orbital gap (spin up / spin down) at 8.42 / 8.43 eV. For the LUMO energy (spin up / spin down), the calculation gives -7.98 / -9.42 eV. As for the expectation value of S²: 6.017. As for the energy relative to the best compared isomer or geometry (same formula, charge and spin): 0.0 kJ/mol. The HOMO energy (spin up / spin down) comes out at -16.4 / -17.8 eV. The total energy comes out at -460.43004 hartree.

ORCA input file:
```
! wB97M-V def2-TZVPD RIJCOSX def2/J DEFGRID3
* xyz 2 5
Ir -0.71 2.11 0.17
O -2.08 2.58 -0.80
O -0.11 0.17 0.49
O 1.33 1.69 0.18
C 1.24 0.46 0.41
C -0.52 -1.16 0.45
C -1.25 -1.66 -0.55
Li 2.88 2.69 -0.21
Li 2.40 -1.35 0.48
H -1.29 -1.19 -1.54
H -0.29 -1.66 1.39
H -1.60 -2.69 -0.47
*
```

These are the natural (NBO) partial charges, in e, on atoms 1 to 8:
1 Ir 1.224
2 O -0.433
3 O -0.601
4 O -0.857
5 C 0.324
6 C -0.014
7 C -0.310
8 Li 0.991

Below is a structure of composition C3H3Li2O3 in a non-equilibrium geometry, with properties calculated with wB97M-V/def2-TZVPD.

The calculation puts the frontier orbital gap (spin up / spin down) at 7.18 / 11.97 eV. For the LUMO energy (spin up / spin down), the calculation gives -8.44 / -8.50 eV. As for the expectation value of S²: 0.754. As for the energy relative to the best compared isomer or geometry (same formula, charge and spin): 35.4 kJ/mol. The HOMO energy (spin up / spin down) comes out at -15.6 / -20.5 eV. The total energy comes out at -356.24973 hartree.

ORCA input file:
```
! wB97M-V def2-TZVPD RIJCOSX def2/J DEFGRID3
* xyz 2 2
O -0.69 0.78 -0.82
O -1.53 0.73 1.29
O 0.19 -0.95 0.65
C 0.82 -0.02 -1.37
C 1.11 -0.99 -0.31
C -1.02 0.32 0.28
Li 0.04 -0.91 2.55
Li -2.80 2.16 1.65
H 2.06 -1.50 -0.14
H 0.26 -0.40 -2.23
H 1.55 0.78 -1.54
*
```

These are the natural (NBO) partial charges, in e, on atoms 1 to 8:
1 O -0.458
2 O -0.735
3 O -0.711
4 C -0.040
5 C 0.110
6 C 1.078
7 Li 0.988
8 Li 0.993